The following is a quantum chemistry calculation of C5H8O in the gas phase, from OMol25.

Bonds (Å) are listed after each position.
CARTESIAN COORDINATES (ANGSTROEM)
1 C 2.3151 0.6864 0.0827  C2 1.510, H7 1.099, H8 1.100, H9 1.092
2 C 1.2786 -0.3545 -0.2647  C1 1.510, C3 1.314, H10 1.092
3 C 0.2090 -0.3203 -1.0281  C2 1.314, C4 1.319
4 C -0.8809 -0.7637 -1.6240  C3 1.319, O5 1.359, H11 1.089
5 O -2.1432 -0.6707 -1.1297  C4 1.359, C6 1.413
6 C -2.2457 0.0774 0.0650  O5 1.413, H12 1.098, H13 1.089, H14 1.100
7 H 2.3034 0.8910 1.1629  C1 1.099
8 H 3.3362 0.3385 -0.1300  C1 1.100
9 H 2.1545 1.6250 -0.4528  C1 1.092
10 H 1.4149 -1.3290 0.2082  C2 1.092
11 H -0.8712 -1.2869 -2.5790  C4 1.089
12 H -1.8946 1.1017 -0.1155  C6 1.098
13 H -3.3038 0.0716 0.3221  C6 1.089
14 H -1.6508 -0.3419 0.8895  C6 1.100

The strongest force on any atom is 0.387 eV/Å. Its SMILES is CC=C=COC. Its energy relative to the best compared isomer or geometry (same formula, charge and spin) is 243.6 kJ/mol. For the gap between HOMO and LUMO, the calculation gives 9.581 eV. Its HOMO energy is -8.62 eV.

Charges per atom according to Löwdin partitioning, unit e:
1. C -0.11
2. C -0.17
3. C -0.04
4. C -0.18
5. O -0.13
6. C -0.10
7. H 0.07
8. H 0.07
9. H 0.07
10. H 0.11
11. H 0.12
12. H 0.10
13. H 0.09
14. H 0.09